A molecular structure, C34H45ClMnN5PSSe3Te at a distorted geometry, computed with the ωB97M-V functional and the def2-TZVPD basis.

Computed properties:
Electronic energy = -11419.452151 Ha
Spin multiplicity = 5
Expectation value of S² = 6.07
Gap between HOMO and LUMO (alpha / beta) = 3.11 / 4.87 eV
LUMO energy (alpha / beta) = 1.731 / 0.122 eV
Max |F| = 1.3 eV/A
Highest occupied orbital energy (alpha / beta) = -1.38 / -4.75 eV
Charge = -1

Each line ends with the Löwdin charge.
Atoms and positions in Å:
Mn (-0.02621, 0.03269, -0.12019)  -0.11
Se (-0.81372, -2.18023, 1.18069)  0.02
Se (-1.58537, -1.44665, 3.23371)  -0.21
Te (-3.02695, 0.47676, 2.54493)  0.40
Se (-1.45041, 1.75173, 1.28734)  0.06
C (3.24039, 0.93840, -2.70042)  -0.09
C (3.00606, 2.39252, -2.27628)  -0.58
C (3.63494, 3.31610, -3.32186)  -0.08
C (3.77582, 2.56704, -0.95712)  -0.09
P (1.14479, 2.62254, -1.90100)  0.89
N (0.63709, 1.41891, -1.08567)  -0.33
C (0.94681, 4.23684, -0.89601)  -0.57
C (1.71642, 5.46786, -1.38217)  -0.08
C (-0.54362, 4.59706, -0.86758)  -0.11
C (1.35925, 3.95027, 0.55877)  -0.13
C (0.20763, 2.81108, -3.54698)  -0.59
C (0.38725, 4.12142, -4.31759)  -0.08
C (0.63712, 1.64445, -4.44778)  -0.09
C (-1.29355, 2.59844, -3.29567)  -0.11
H (4.29447, 0.69765, -2.54461)  0.08
H (3.01720, 0.75258, -3.74508)  0.07
H (2.64222, 0.25992, -2.10239)  0.04
H (4.71371, 3.13741, -3.33494)  0.09
H (3.48674, 4.36907, -3.11301)  0.06
H (3.26867, 3.11316, -4.32390)  0.06
H (4.78243, 2.16321, -1.09222)  0.08
H (3.30169, 2.01754, -0.14439)  0.06
H (3.88294, 3.60646, -0.66561)  0.06
H (1.51054, 5.72185, -2.41433)  0.06
H (2.79114, 5.35337, -1.26985)  0.06
H (1.41988, 6.32472, -0.77155)  0.09
H (-0.87555, 5.02678, -1.80851)  0.06
H (-0.69935, 5.34759, -0.09118)  0.08
H (-1.17378, 3.74281, -0.63615)  0.02
H (2.43129, 4.04251, 0.70877)  0.04
H (1.06119, 2.94739, 0.86055)  0.00
H (0.86834, 4.66944, 1.21504)  0.09
H (1.42068, 4.37740, -4.51524)  0.06
H (-0.08118, 4.95933, -3.81058)  0.06
H (-0.11103, 4.01798, -5.28492)  0.09
H (1.62055, 1.78661, -4.88604)  0.06
H (-0.07644, 1.56820, -5.27002)  0.09
H (0.62382, 0.69762, -3.91211)  0.07
H (-1.78772, 3.47616, -2.89593)  0.06
H (-1.47415, 1.76106, -2.62433)  -0.01
H (-1.76574, 2.36929, -4.25331)  0.08
N (1.33653, -5.41706, -9.06187)  0.08
C (1.38093, -4.93203, -8.01677)  -0.28
C (1.43642, -4.34333, -6.74472)  -0.29
C (0.37150, -3.54152, -6.25312)  -0.07
C (0.41619, -2.97461, -5.01282)  -0.05
C (1.54229, -3.17401, -4.17196)  -0.22
C (2.61322, -3.96378, -4.65278)  -0.06
C (2.56028, -4.52751, -5.89509)  -0.08
N (1.59581, -2.59423, -2.90026)  -0.01
C (2.62598, -2.69724, -1.99734)  -0.05
C (2.26150, -1.95766, -0.91495)  -0.17
N (1.03454, -1.40255, -1.11504)  -0.11
C (0.65262, -1.82069, -2.32233)  -0.18
H (-0.49211, -3.37930, -6.87914)  0.10
H (-0.41467, -2.37415, -4.68614)  0.09
H (3.49102, -4.12889, -4.04557)  0.08
H (3.38986, -5.12596, -6.24564)  0.10
H (3.50426, -3.27308, -2.18806)  0.10
H (2.83719, -1.83151, -0.02379)  0.09
H (-0.28295, -1.56721, -2.77424)  0.05
Cl (-1.84069, -0.34374, -1.34349)  0.06
N (1.48944, 0.13764, 1.32887)  -0.39
S (1.62804, 0.81532, 2.73287)  0.98
C (3.12120, 1.80605, 2.74071)  -0.39
C (4.36124, 1.23362, 2.48028)  -0.07
C (5.47259, 2.04877, 2.38003)  -0.07
C (5.34164, 3.42386, 2.54288)  -0.08
C (4.10460, 3.98563, 2.81128)  -0.07
C (2.98269, 3.17124, 2.90926)  -0.11
C (2.12885, -0.41268, 3.94255)  -0.39
C (2.16123, -1.74326, 3.57156)  -0.10
C (2.50457, -2.69366, 4.52779)  -0.06
C (2.80815, -2.30800, 5.81868)  -0.08
C (2.76712, -0.96395, 6.17609)  -0.08
C (2.42026, -0.01006, 5.23853)  -0.08
H (2.32299, -0.36959, 1.05906)  0.00
H (4.45577, 0.16191, 2.36480)  0.12
H (6.44142, 1.61513, 2.17176)  0.11
H (6.21274, 4.05862, 2.45905)  0.10
H (4.00359, 5.05309, 2.92756)  0.11
H (2.01064, 3.59428, 3.10399)  0.11
H (1.88069, -2.03696, 2.57192)  0.06
H (2.50893, -3.73876, 4.25419)  0.11
H (3.07132, -3.05207, 6.55739)  0.10
H (3.00236, -0.66302, 7.18650)  0.10
H (2.38067, 1.03335, 5.51144)  0.11